No. 1
Here is C3H3NO2 in the gas phase from the Open Molecules 2025 dataset. Energies are from ωB97M-V/def2-TZVPD.

```
9
Properties=species:S:1:pos:R:3:forces:R:3
O -1.115123 1.376889 -1.132063 0.3 0.1 0.2
C -0.250575 0.558987 -0.500238 0.3 -0.1 0.4
N 0.936524 0.317017 -0.978348 -0.6 -0.2 0.3
O 1.529138 -0.646420 -0.193607 -1.7 -1.7 2.1
C 0.563053 -1.004175 0.857827 1.3 0.2 -2.5
C -0.504674 -0.219228 0.694815 0.6 0.2 0.8
H -0.683021 1.703720 -1.939713 -0.1 -0.1 0.3
H 0.480234 -1.916493 1.511965 1.5 1.1 -0.8
H -0.955557 -0.170298 1.679361 -1.7 0.6 -0.8
```
Positions in Å, forces in eV/Å.

Summary:
frontier orbital gap = 0.3925 Eh
calculated total energy = -8741.761 eV
HOMO energy = -9.8 eV
spin multiplicity = 1
energy above the lowest of the compared OMol25 structures with the same formula, charge and spin = 3.370 eV
SMILES = Oc1ccon1
lowest unoccupied orbital energy = 0.033 Ha
charge = 0

Atom charges from the Mulliken analysis, given in e for atoms 1 to 5: number 1, O, carries -0.488; number 2, C, carries 0.516; number 3, N, carries -0.391; number 4, O, carries -0.145; number 5, C, carries -0.115


No. 2
Here is C3H4N4O2S in the gas phase from the Open Molecules 2025 dataset. Energies are from ωB97M-V/def2-TZVPD.

```
14
Properties=species:S:1:pos:R:3:forces:R:3
C 0.080390 -1.977485 -0.377211 0.6 0.4 0.2
C -1.030983 -0.933672 -0.339188 0.6 0.5 -0.8
C 0.109485 1.264145 -0.043914 -0.1 -0.1 0.5
H 0.456610 -3.656095 -1.153640 -0.3 0.3 0.1
H -1.287037 -0.592016 -1.369484 0.3 -0.3 0.7
H -1.890560 -1.368980 0.112710 -0.8 -0.3 0.4
H 0.832188 2.780073 1.230430 0.2 0.4 0.1
N -0.621461 0.209720 0.426879 0.1 0.0 -0.3
N -0.788418 0.266016 1.768905 -0.1 0.0 0.1
N -0.233879 1.313258 2.190596 0.0 0.0 -0.2
N 0.315563 1.935464 1.123024 -0.2 -0.3 -0.2
O -0.284479 -3.018865 -1.130678 0.2 -0.4 -0.1
O 1.137225 -1.876369 0.190098 -0.6 -0.1 -0.3
S 0.588178 1.613111 -1.581208 0.0 0.0 0.0
```
Positions in Å, forces in eV/Å.

Summary:
frontier orbital gap = 0.3415 Eh
calculated total energy = -24065.855 eV
HOMO energy = -8.7 eV
spin multiplicity = 1
energy above the lowest of the compared OMol25 structures with the same formula, charge and spin = 0.168 eV
SMILES = O=C(O)Cn1nn[nH]c1=S
lowest unoccupied orbital energy = 0.020 Ha
charge = 0

Atom charges from the Mulliken analysis, given in e for atoms 1 to 5: number 1, C, carries 0.720; number 2, C, carries -0.839; number 3, C, carries 0.192; number 4, H, carries 0.350; number 5, H, carries 0.339


No. 3
Here is 4 unconnected molecules or ions with the total composition C3H15NO3 from the Open Molecules 2025 dataset. Energies are from ωB97M-V/def2-TZVPD.

```
22
Properties=species:S:1:pos:R:3:forces:R:3
C 0.653195 -1.668806 -2.441429 -0.7 -0.6 0.5
C 0.327733 -1.171041 -1.018567 0.1 0.0 -0.1
N 0.957097 0.115332 -0.716243 0.1 -0.5 -0.2
C 1.736573 0.206412 0.501538 -0.2 -0.3 0.0
H 1.112746 -0.899321 -3.050184 -0.1 0.1 -0.1
H -0.292484 -2.026845 -2.863002 0.3 0.1 -0.4
H 1.310352 -2.542915 -2.414162 0.1 0.2 0.0
H 0.607817 -1.966979 -0.323567 0.3 0.3 0.3
H -0.753409 -1.084038 -0.869672 -0.1 0.0 -0.3
H 0.243679 0.825884 -0.754959 0.2 0.3 0.1
H 2.394502 1.070836 0.433423 0.0 0.0 0.3
H 1.117461 0.250914 1.401021 0.1 0.2 0.1
H 2.335991 -0.695438 0.634434 0.2 0.1 -0.3
H -0.158382 1.249700 2.442770 0.0 0.3 -0.2
H -1.059314 2.471157 2.529948 0.0 0.0 -0.1
O -0.351410 2.089375 1.999640 -0.2 -0.2 0.3
H -2.759332 -2.162558 3.382454 0.0 0.1 -0.1
H -1.787982 -2.696368 4.399161 0.2 0.2 -0.1
O -1.853613 -2.044194 3.688838 -0.2 -0.3 0.2
H -1.596361 3.008454 -1.948703 0.3 -0.6 -0.8
H -1.108516 4.285612 -2.324582 0.5 0.1 -0.8
O -1.076333 3.384826 -2.688154 -0.9 0.5 1.5
```
Positions in Å, forces in eV/Å.

Summary:
frontier orbital gap = 0.3207 Eh
calculated total energy = -10985.955 eV
HOMO energy = -8.2 eV
spin multiplicity = 1
energy above the lowest of the compared OMol25 structures with the same formula, charge and spin = 1.656 eV
SMILES = CCNC.O.O.O
lowest unoccupied orbital energy = 0.018 Ha
charge = 0

Atom charges from the Mulliken analysis, given in e for atoms 1 to 5: number 1, C, carries -1.115; number 2, C, carries -0.354; number 3, N, carries -0.339; number 4, C, carries -0.826; number 5, H, carries 0.354


No. 4
Here is C3H7BrN2Si in the gas phase from the Open Molecules 2025 dataset. Energies are from ωB97M-V/def2-TZVPD.

```
14
Properties=species:S:1:pos:R:3:forces:R:3
C 0.245401 -1.855158 -0.379669 -1.7 -1.1 -4.5
C 1.120856 -1.433447 0.684232 0.0 -0.6 2.4
C -1.256044 1.879359 -0.182815 1.5 -0.2 -1.2
N -1.145937 -1.412107 -0.178392 0.4 1.4 0.0
N 1.874384 -0.455499 0.483433 1.2 1.2 0.8
Si -1.827561 0.048614 -0.211800 -0.5 -0.3 0.0
Br -4.032467 -0.198588 0.025827 0.4 0.3 -0.1
H 0.100652 -2.990812 -0.574101 1.0 1.7 0.6
H 1.044888 -1.859801 1.735514 -0.2 0.0 -1.3
H 0.681300 -1.354918 -1.411296 -0.8 -1.4 2.5
H -0.314961 1.650084 0.401872 -0.8 0.9 -0.3
H -0.907214 2.397511 -1.171504 -0.7 -1.5 1.6
H -1.918959 2.615797 0.287614 0.1 -0.6 0.2
H 2.317792 -0.232205 1.390787 0.1 0.1 -0.7
```
Positions in Å, forces in eV/Å.

Summary:
frontier orbital gap = 0.3462 Eh
calculated total energy = -84123.923 eV
HOMO energy = -9.2 eV
spin multiplicity = 1
energy above the lowest of the compared OMol25 structures with the same formula, charge and spin = 2.287 eV
SMILES = [H]/N=C/C/N=[Si](\C)Br
lowest unoccupied orbital energy = 0.008 Ha
charge = 0

Atom charges from the Mulliken analysis, given in e for atoms 1 to 5: number 1, C, carries -0.365; number 2, C, carries 0.019; number 3, C, carries -0.861; number 4, N, carries -0.245; number 5, N, carries -0.564


No. 5
Here is Cl2H2O2P2 in the gas phase from the Open Molecules 2025 dataset. Energies are from ωB97M-V/def2-TZVPD.

```
8
Properties=species:S:1:pos:R:3:forces:R:3
O -0.887839 -0.302240 1.614348 -0.7 0.4 -0.6
O 0.700076 -1.916221 0.337718 -0.5 -0.7 0.7
P -0.127372 -0.513861 0.381735 0.9 -1.7 -0.7
P 1.310920 -2.660979 1.705606 -2.5 -0.6 -0.4
Cl 1.706738 -1.061634 2.809283 0.8 1.1 1.1
Cl 3.018869 -3.091477 0.889613 2.3 -0.6 -0.8
H -0.681119 -0.756359 -0.939202 -0.1 0.8 1.0
H 1.051874 0.181224 0.218103 -0.1 1.3 -0.3
```
Positions in Å, forces in eV/Å.

Summary:
frontier orbital gap = 0.3925 Eh
calculated total energy = -47751.999 eV
HOMO energy = -10.0 eV
spin multiplicity = 1
energy above the lowest of the compared OMol25 structures with the same formula, charge and spin = 0.456 eV
SMILES = O=[PH2]OP(Cl)Cl
lowest unoccupied orbital energy = 0.026 Ha
charge = 0

Atom charges from the Mulliken analysis, given in e for atoms 1 to 5: number 1, O, carries -0.538; number 2, O, carries -0.229; number 3, P, carries 0.481; number 4, P, carries 0.427; number 5, Cl, carries -0.172


No. 6
Here is C5H9P in the gas phase from the Open Molecules 2025 dataset. Energies are from ωB97M-V/def2-TZVPD.

```
15
Properties=species:S:1:pos:R:3:forces:R:3
C 1.062597 0.484343 -0.435700 2.5 -1.4 1.3
C 2.428166 -1.269533 -0.148934 -1.6 1.8 1.7
C -0.797807 -0.856108 0.459352 -1.6 1.9 -0.1
C -1.227897 1.571658 0.070183 1.2 1.7 -2.0
C -0.356708 0.413894 -0.417481 -0.5 -1.5 3.6
P 2.595410 0.528539 0.054598 0.4 0.7 -0.1
H 2.023754 -1.897106 0.657944 0.2 0.4 -0.3
H 2.334841 -1.634255 -1.105440 0.0 -0.9 -2.0
H -0.478995 -0.764852 1.504317 0.1 0.2 -0.3
H -0.460424 -1.798713 0.083432 0.0 -0.4 -0.4
H -1.931284 -0.718854 0.461321 1.4 -1.0 0.1
H -1.030298 2.237383 0.895482 0.4 -0.6 0.8
H -2.195613 1.174781 0.061760 -1.6 -0.3 0.5
H -1.243531 2.263404 -0.783999 0.0 0.2 0.1
H -0.722207 0.265419 -1.356840 -0.9 -0.8 -2.8
```
Positions in Å, forces in eV/Å.

Summary:
frontier orbital gap (spin up / spin down) = 0.2999 / 0.3000 Eh
calculated total energy = -14614.723 eV
HOMO energy (spin up / spin down) = -7.7 / -7.7 eV
spin multiplicity = 1
energy above the lowest of the compared OMol25 structures with the same formula, charge and spin = 3.596 eV
SMILES = C=P#CC(C)C
lowest unoccupied orbital energy (spin up / spin down) = 0.018 / 0.018 Ha
charge = 0

Atom charges from the Mulliken analysis, given in e for atoms 1 to 5: number 1, C, carries -0.277; number 2, C, carries -0.788; number 3, C, carries -1.376; number 4, C, carries -1.414; number 5, C, carries 1.072


Number 2 is which compound?
C3H4N4O2S